Record 1
Computed, not measured: a molecular structure, C14H25Cl8Mg2O6 at a distorted geometry, with wB97M-V/def2-TZVPD.

Summary:
Gap between HOMO and LUMO ... 7.5 eV
LUMO level ... -0.18447 Eh
Relative energy (zero: lowest compared OMol25 entry of this formula, charge and spin) ... 5.6 kJ/mol
Total charge ... +1
Calculated total energy ... -138280.786 eV
Max |F| ... 2.1 eV Å⁻¹

XYZ file:
```
55
Properties=species:S:1:pos:R:3:forces:R:3
Mg 5.174015 -7.380914 -19.764631 0.079 0.557 -0.063
Mg 5.877760 -4.962659 -17.701928 -0.466 -1.460 -1.413
C 6.696403 -4.193824 -21.846595 0.855 -0.199 -0.186
C 6.051462 -5.142655 -20.898935 -0.670 -0.143 0.448
O 5.613265 -6.244048 -21.307342 0.162 -0.114 -0.309
O 5.919630 -4.853878 -19.658368 0.488 0.719 0.292
H 7.597528 -3.784642 -21.386652 -0.213 0.200 0.104
H 6.055192 -3.372291 -22.156663 -0.183 -0.058 0.095
H 7.039362 -4.751584 -22.716316 -0.236 0.082 -0.127
C 8.494577 -8.346331 -17.347649 0.010 -0.141 -0.425
C 7.453310 -7.471280 -17.955318 -0.378 -0.112 -0.223
O 7.236856 -6.320676 -17.478370 0.089 0.515 0.366
O 6.788449 -7.961336 -18.917306 0.198 0.151 0.283
H 9.218615 -7.812251 -16.744689 -0.126 0.035 0.180
H 8.988886 -8.876480 -18.160231 0.068 -0.112 0.102
H 7.935603 -9.095209 -16.783513 0.236 -0.015 0.227
C 2.065539 -6.677384 -17.424955 -0.759 0.402 0.613
C 3.276771 -6.833706 -18.240379 0.646 0.136 -0.927
O 4.400647 -6.305745 -17.911030 0.246 0.500 0.865
O 3.273093 -7.478491 -19.320432 -0.579 -0.457 0.286
H 1.201338 -6.466718 -18.052649 0.067 -0.192 -0.146
H 2.146431 -5.868522 -16.701340 0.227 -0.016 -0.039
H 1.854130 -7.587948 -16.862466 0.085 -0.117 -0.156
Cl 9.574618 -7.212926 -21.977461 0.102 0.029 -0.082
C 10.197264 -6.664784 -20.388385 -0.727 0.353 -0.481
C 9.727455 -5.234369 -20.192277 0.210 -0.253 0.896
Cl 10.574123 -4.528471 -18.764159 -0.003 -0.015 -0.050
H 11.275898 -6.753831 -20.357818 0.024 -0.164 0.003
H 9.669414 -7.296369 -19.684818 0.501 -0.132 0.318
H 8.687305 -5.250993 -19.876835 -0.123 0.177 -0.451
H 9.921080 -4.587023 -21.039075 -0.057 -0.066 -0.118
Cl 2.617067 -0.574753 -21.416971 -0.046 -0.194 -0.107
C 4.050718 -0.951277 -20.447878 0.386 0.425 -0.153
C 3.741732 -0.937463 -18.980299 -0.244 -0.455 0.047
Cl 2.815334 -2.412785 -18.502416 0.211 -0.203 0.099
H 4.788778 -0.175605 -20.656445 -0.050 0.056 0.037
H 4.490844 -1.893942 -20.765806 -0.223 -0.110 -0.008
H 3.091153 -0.112499 -18.713476 0.215 0.181 0.075
H 4.658391 -0.957134 -18.398102 -0.018 0.204 0.069
Cl 11.656367 -0.399186 -21.178497 -0.044 0.015 -0.015
C 10.408129 -1.655771 -21.066089 0.577 -0.539 -0.107
C 9.314313 -1.297138 -20.113023 -0.795 0.011 0.134
Cl 8.336165 0.102063 -20.667843 0.080 -0.085 0.039
H 10.901527 -2.566072 -20.711909 0.016 0.230 0.173
H 10.063234 -1.891314 -22.070789 -0.244 0.340 -0.024
H 9.659875 -1.078145 -19.106938 0.268 0.138 -0.103
H 8.599124 -2.118324 -20.025669 0.141 -0.099 -0.100
Cl 7.273086 -7.607352 -25.737530 0.020 -0.088 0.062
C 5.746778 -7.152564 -24.942820 -0.106 0.256 -0.248
C 4.758649 -6.553475 -25.914100 -0.088 -0.105 0.027
Cl 5.342741 -5.043978 -26.625477 0.172 0.298 -0.119
H 5.985622 -6.420040 -24.177104 0.004 -0.176 0.177
H 5.303313 -8.051173 -24.520536 0.113 -0.008 0.160
H 3.845279 -6.291288 -25.384089 -0.072 -0.187 0.016
H 4.539252 -7.241097 -26.725916 -0.044 0.002 -0.014
```
Forces are in eV/Å.



Record 2
Computed, not measured: a molecular structure, C14H25KN7OS, with wB97M-V/def2-TZVPD.

Summary:
Gap between HOMO and LUMO ... 5.9 eV
LUMO level ... 0.08417 Eh
Relative energy (zero: lowest compared OMol25 entry of this formula, charge and spin) ... 6.6 kJ/mol
Total charge ... -1
Calculated total energy ... -54564.899 eV
Max |F| ... 0.6 eV Å⁻¹

XYZ file:
```
49
Properties=species:S:1:pos:R:3:forces:R:3
K -0.326997 -0.097947 0.466243 -0.218 0.202 -0.545
N -0.445288 0.573754 -2.364839 -0.009 -0.027 -0.003
C 0.471736 1.701535 -2.473849 0.045 -0.036 0.017
C 1.915491 1.208687 -2.369943 -0.093 -0.024 0.035
N 2.206420 0.590299 -1.083211 0.082 -0.013 0.002
C 2.882009 1.480904 -0.140070 -0.030 -0.009 -0.018
C 2.196419 2.804066 0.163162 -0.024 0.000 0.001
N 0.898235 2.617782 0.798875 -0.002 -0.137 0.017
C 2.947081 -0.672829 -1.159201 -0.076 -0.025 0.050
C 2.488319 -1.685753 -0.114432 0.018 -0.056 -0.066
N 1.408421 -2.518772 -0.663806 0.040 0.044 0.044
H -0.425223 -0.030918 -3.175729 0.008 0.048 -0.041
H -1.405795 0.853327 -2.206639 0.007 -0.034 -0.005
H 0.261723 2.375651 -1.642828 -0.006 -0.007 0.002
H 0.369328 2.274936 -3.407422 -0.011 -0.007 -0.007
H 2.602671 2.040920 -2.587160 0.014 0.002 -0.006
H 2.067129 0.465792 -3.158414 0.028 0.008 -0.004
H 3.899840 1.710270 -0.508978 0.006 0.005 -0.002
H 2.986664 0.940156 0.804205 0.010 -0.010 -0.012
H 2.070702 3.385960 -0.756815 0.006 0.002 -0.003
H 2.904998 3.367649 0.786812 0.005 0.005 0.004
H 0.568684 3.487562 1.196303 -0.029 0.007 -0.010
H 0.981247 1.938383 1.562710 0.031 0.080 0.053
H 4.028414 -0.489936 -1.055275 0.006 0.015 -0.008
H 2.789091 -1.128256 -2.138487 0.010 0.025 -0.009
H 2.221699 -1.154820 0.809801 0.014 -0.034 -0.020
H 3.321011 -2.351444 0.125630 -0.003 -0.007 0.011
H 0.651029 -1.957957 -1.039399 0.042 0.008 -0.058
H 1.003583 -3.109935 0.052424 -0.029 0.030 0.015
N -5.005296 -1.805160 1.274631 -0.013 0.071 -0.217
C -3.655110 -1.444791 1.234331 0.197 -0.189 0.137
S -2.947914 -1.368685 -0.358111 -0.183 0.031 0.081
N -3.137017 -1.306205 2.416973 0.097 0.072 -0.058
N -1.776087 -1.001921 2.490972 -0.111 -0.135 0.215
C -1.302944 -1.288242 3.646033 0.003 0.001 -0.004
C 0.057264 -1.114426 4.175960 -0.098 -0.017 -0.074
C 0.284977 -1.720710 5.417977 -0.074 -0.024 -0.009
C 1.497339 -1.682093 6.077834 0.108 0.034 0.011
C 2.551973 -0.991425 5.474547 -0.098 -0.043 0.010
C 2.366806 -0.370438 4.260923 -0.040 0.014 -0.008
C 1.126432 -0.390974 3.554276 0.220 0.095 0.005
O 1.031824 0.218565 2.426841 0.127 -0.022 0.404
H -5.496875 -1.554760 0.432622 -0.029 -0.008 0.007
H -5.461505 -1.544212 2.135873 0.021 0.021 0.030
H -2.000583 -1.755896 4.349057 0.018 0.035 0.044
H -0.543831 -2.253344 5.875704 -0.005 0.009 -0.017
H 1.622839 -2.173064 7.034463 0.002 0.002 -0.002
H 3.519245 -0.941092 5.963973 0.008 0.004 -0.004
H 3.174843 0.175432 3.785140 0.012 -0.003 0.014
```
Forces are in eV/Å.



Record 3
Computed, not measured: a single C14H25N3O2S molecule at a distorted geometry, with wB97M-V/def2-TZVPD.

Summary:
Gap between HOMO and LUMO ... 8.6 eV
LUMO level ... 0.02363 Eh
Relative energy (zero: lowest compared OMol25 entry of this formula, charge and spin) ... 171.9 kJ/mol
SMILES ... C=CCn1c(CC[C@H](O)COCCCCC)n[nH]c1=S
Calculated total energy ... -34323.606 eV
Max |F| ... 1.0 eV Å⁻¹

XYZ file:
```
45
Properties=species:S:1:pos:R:3:forces:R:3
C 3.331244 0.084168 -3.217364 0.067 0.071 -0.039
C 2.514327 -0.517225 -4.061039 -0.101 -0.155 -0.024
C 2.072280 -1.950844 -3.975207 -0.083 0.173 -0.368
N 2.371736 -2.580630 -2.720471 0.513 -0.468 0.493
C 1.652599 -2.577432 -1.551444 -0.074 -0.285 0.332
C 0.365789 -1.867182 -1.364459 0.067 0.280 0.049
C 0.579232 -0.402272 -0.958086 -0.509 0.010 -0.093
C -0.692127 0.417486 -1.197927 0.464 0.146 0.655
O -1.006701 0.494820 -2.569533 -0.071 0.117 -0.415
C -0.542335 1.830797 -0.597781 -0.245 -0.164 -0.288
O -0.254604 1.843147 0.773791 0.120 0.002 0.187
C -1.339708 1.506395 1.618507 0.031 0.084 0.227
C -0.940397 1.843492 3.051900 -0.117 -0.247 -0.221
C -1.944130 1.343745 4.089023 -0.003 0.321 -0.223
C -3.298170 2.047430 4.015451 0.077 -0.260 0.219
C -4.221037 1.601729 5.143619 0.040 0.140 -0.227
N 2.253403 -3.267664 -0.635469 -0.592 0.108 0.595
N 3.391714 -3.728881 -1.207823 -0.268 0.512 -0.844
C 3.504554 -3.332638 -2.499994 0.043 -0.171 0.282
S 4.694236 -3.679004 -3.572685 0.644 -0.183 -0.498
H 3.624830 1.110947 -3.350001 0.029 0.200 -0.104
H 3.759711 -0.423158 -2.368362 0.027 -0.171 0.162
H 2.117984 0.006411 -4.920333 0.017 0.143 -0.113
H 0.997717 -2.022194 -4.169822 0.109 -0.048 0.035
H 2.604881 -2.523696 -4.746815 -0.162 0.016 0.122
H -0.200725 -2.384631 -0.590460 -0.013 -0.048 -0.071
H -0.206285 -1.888509 -2.294752 -0.021 -0.084 0.050
H 0.858288 -0.335899 0.092801 0.081 -0.009 0.026
H 1.386143 0.034959 -1.552221 -0.048 0.045 0.090
H -1.552328 -0.086382 -0.745520 0.055 0.031 0.032
H -0.292524 0.960122 -3.022165 0.003 -0.017 0.014
H -1.457826 2.403143 -0.813040 0.104 -0.034 -0.009
H 0.306164 2.332788 -1.075916 -0.081 -0.034 -0.093
H -1.571061 0.433973 1.541400 -0.042 0.049 0.010
H -2.230398 2.073962 1.314787 0.024 -0.074 -0.015
H 0.033014 1.385861 3.236245 0.058 0.036 -0.013
H -0.818925 2.924206 3.138631 0.058 0.053 0.002
H -1.520570 1.505601 5.082719 -0.007 -0.086 0.051
H -2.089012 0.268081 3.963949 0.010 -0.092 0.082
H -3.145858 3.127127 4.076991 0.005 0.063 -0.095
H -3.775214 1.831226 3.058109 -0.022 0.088 -0.075
H -4.393505 0.528842 5.093340 -0.051 -0.120 0.045
H -3.780245 1.831551 6.111137 0.014 0.000 0.130
H -5.181467 2.107027 5.075501 -0.124 -0.002 0.073
H 4.035306 -4.310796 -0.699213 -0.026 0.064 -0.135
```
Forces are in eV/Å.



Record 4
Computed, not measured: a single C14H25N3O3S molecule, with wB97M-V/def2-TZVPD.

Summary:
Gap between HOMO and LUMO ... 8.8 eV
LUMO level ... 0.01982 Eh
Relative energy (zero: lowest compared OMol25 entry of this formula, charge and spin) ... 5.3 kJ/mol
SMILES ... CCCCCOC[C@H]1C[C@@H](C/C(C)=N/NC(N)=S)C(=O)O1
Calculated total energy ... -36372.004 eV
Max |F| ... 0.8 eV Å⁻¹

XYZ file:
```
46
Properties=species:S:1:pos:R:3:forces:R:3
C -4.614415 -2.507771 -1.384362 0.086 0.221 0.064
C -3.680407 -1.337245 -1.102787 0.127 -0.175 -0.148
C -2.224731 -1.761335 -0.910418 -0.234 0.083 0.236
C -2.005214 -2.639524 0.321007 0.511 0.104 -0.290
C -0.523188 -2.882475 0.585531 -0.303 -0.240 0.097
O 0.076050 -1.669289 1.013527 -0.204 0.082 -0.059
C 1.461209 -1.737705 1.222937 0.481 -0.004 -0.041
C 2.276186 -1.740254 -0.091669 -0.824 -0.080 -0.059
C 1.844461 -0.607163 -1.034202 0.001 -0.105 -0.007
C 2.911627 0.462877 -0.832777 -0.004 -0.113 0.123
C 2.508853 1.579941 0.156476 -0.003 -0.107 -0.062
C 1.221095 2.232689 -0.245651 -0.083 0.122 0.054
C 1.248109 3.335609 -1.263770 -0.250 -0.137 0.097
N 0.177302 1.754177 0.304519 0.442 -0.442 0.525
N -1.058173 2.207568 0.042148 0.104 0.472 -0.535
C -2.138788 1.680160 0.684244 -0.115 -0.114 0.226
N -1.906844 0.672645 1.538162 0.319 0.025 -0.164
S -3.633564 2.313758 0.392520 -0.539 0.222 -0.098
C 4.065871 -0.309162 -0.198836 0.130 0.695 -0.460
O 5.184176 0.080277 -0.038536 0.049 -0.069 0.091
O 3.648616 -1.517716 0.204849 0.251 -0.425 0.365
H -5.614687 -2.142686 -1.603553 -0.126 -0.058 -0.019
H -4.678733 -3.173475 -0.527452 -0.059 -0.141 0.060
H -4.263162 -3.079424 -2.241082 0.000 -0.122 -0.105
H -3.726886 -0.637908 -1.940131 -0.036 0.092 0.074
H -4.026898 -0.800892 -0.217851 0.018 0.141 0.002
H -1.887285 -2.302024 -1.798294 0.085 -0.016 -0.078
H -1.608716 -0.865927 -0.812944 0.079 0.027 -0.056
H -2.442655 -2.163026 1.199059 -0.083 -0.050 0.110
H -2.486366 -3.607621 0.181277 -0.052 -0.051 0.086
H -0.041258 -3.244559 -0.331639 -0.005 -0.016 0.023
H -0.392038 -3.644886 1.367813 0.053 0.063 -0.089
H 1.729380 -2.621669 1.817123 -0.025 0.090 0.013
H 1.717749 -0.842081 1.793946 0.083 -0.091 -0.007
H 2.212513 -2.724940 -0.566030 0.018 0.174 0.034
H 1.828320 -0.951360 -2.067959 -0.012 0.006 0.010
H 0.850956 -0.255849 -0.760515 0.015 -0.088 -0.144
H 3.234880 0.915077 -1.771770 0.087 -0.086 0.065
H 3.316453 2.311660 0.196524 0.030 -0.015 0.067
H 2.380407 1.149964 1.150170 0.017 0.073 0.005
H 2.257870 3.494840 -1.628346 0.049 0.041 -0.050
H 0.603694 3.093888 -2.110388 -0.034 0.044 -0.093
H 0.888654 4.266828 -0.823278 -0.011 0.094 -0.022
H -1.237704 2.992744 -0.578920 -0.037 -0.200 0.176
H -2.705127 0.220668 1.947798 -0.021 0.109 -0.069
H -1.021244 0.185660 1.509715 0.023 -0.039 0.051
```
Forces are in eV/Å.